C5H13NO2 | wB97M-V/def2-TZVPD

Kohn-Sham gap   9.965 eV
2S+1   1
SMILES string   C[C@H](O)C[C@@](C)(N)O
Strongest force on any atom   5.713 eV/A
Net charge   0

Positions of all 21 atoms, in Å:
C  0.956  0.600  0.079
C  -1.157  -0.736  0.415
C  -0.656  0.561  0.843
C  1.670  -0.685  -0.311
C  -1.564  -0.962  -1.015
N  0.861  1.469  -1.057
O  1.692  1.247  1.106
O  -2.588  -0.496  1.276
H  2.630  1.249  0.858
H  -2.397  -0.586  2.223
H  -0.689  -1.591  0.900
H  0.562  2.392  -0.755
H  1.761  1.589  -1.515
H  -0.445  0.637  1.909
H  -1.205  1.412  0.439
H  1.219  -1.170  -1.178
H  2.714  -0.476  -0.589
H  1.704  -1.384  0.527
H  -2.601  -1.310  -1.045
H  -0.945  -1.715  -1.503
H  -1.523  -0.044  -1.608